No. 1
{"formula": "C34H47CrGeO2S3Si4", "method": "ωB97M-V with the def2-TZVPD basis set", "symbols": ["Cr", "S", "C", "C", "C", "C", "C", "C", "S", "H", "H", "H", "H", "O", "C", "O", "C", "C", "C", "C", "S", "C", "C", "H", "H", "H", "H", "H", "C", "C", "C", "C", "C", "C", "Si", "C", "C", "C", "C", "C", "C", "H", "H", "H", "H", "H", "H", "H", "H", "H", "H", "H", "C", "Si", "C", "C", "Ge", "Si", "C", "C", "C", "Si", "C", "C", "C", "H", "H", "H", "H", "H", "H", "H", "H", "H", "H", "H", "H", "H", "H", "H", "H", "H", "H", "H", "H", "H", "H", "H", "H", "H", "H", "H"], "positions_angstrom": [[-0.237, 0.356, -0.825], [-0.418, 0.449, -3.127], [-1.216, 1.982, -3.265], [-1.428, 2.527, -4.545], [-2.144, 3.710, -4.757], [-2.681, 4.378, -3.635], [-2.427, 3.905, -2.369], [-1.703, 2.733, -2.125], [-1.520, 2.204, -0.487], [-1.040, 1.929, -5.363], [-2.281, 4.086, -5.762], [-3.292, 5.273, -3.723], [-2.849, 4.405, -1.499], [-6.198, -4.941, -2.423], [-5.771, -3.616, -2.469], [-6.610, -2.750, -2.640], [-4.340, -3.290, -2.279], [-3.214, -4.161, -2.359], [-1.953, -3.662, -2.066], [-1.770, -2.320, -1.593], [-0.169, -1.900, -1.120], [-2.881, -1.459, -1.562], [-4.109, -1.923, -1.948], [-5.456, -5.560, -2.358], [-3.343, -5.214, -2.632], [-1.081, -4.292, -2.143], [-2.699, -0.448, -1.227], [-5.010, -1.300, -1.989], [3.750, 2.977, -5.053], [3.482, 1.639, -4.766], [2.830, 1.292, -3.601], [2.457, 2.259, -2.688], [2.653, 3.612, -3.005], [3.300, 3.969, -4.171], [1.857, 1.628, -0.967], [3.536, 0.943, -0.369], [4.462, 1.781, 0.233], [5.786, 1.400, 0.394], [6.216, 0.153, -0.084], [5.243, -0.740, -0.593], [3.923, -0.361, -0.733], [4.228, 3.244, -5.986], [3.703, 0.838, -5.460], [2.548, 0.240, -3.407], [2.350, 4.380, -2.250], [3.475, 5.022, -4.419], [1.732, 2.938, -0.300], [4.118, 2.760, 0.539], [6.501, 2.039, 0.914], [7.268, -0.131, 0.015], [5.510, -1.746, -0.881], [3.136, -1.048, -1.112], [-3.552, 0.646, 1.916], [-2.493, -0.823, 2.524], [-3.281, -2.446, 1.848], [-2.697, -0.953, 4.455], [-0.275, -0.371, 1.665], [0.886, -2.439, 2.338], [2.565, -2.557, 1.511], [-0.153, -3.981, 1.866], [1.067, -2.611, 4.260], [0.578, 1.226, 3.262], [0.042, 0.862, 5.100], [2.467, 1.219, 3.280], [-0.089, 2.977, 2.871], [-4.331, 0.781, 2.672], [-4.034, 0.511, 0.947], [-3.086, 1.612, 1.820], [-4.179, -2.132, 1.327], [-3.591, -3.091, 2.667], [-2.693, -3.045, 1.153], [-3.561, -1.588, 4.580], [-2.920, -0.003, 4.903], [-1.852, -1.397, 4.977], [2.511, -2.759, 0.435], [3.070, -3.385, 1.992], [3.171, -1.664, 1.654], [-0.463, -4.050, 0.830], [-1.030, -4.073, 2.518], [0.509, -4.812, 2.088], [1.726, -1.890, 4.729], [1.527, -3.613, 4.294], [0.092, -2.652, 4.736], [-0.065, -0.205, 5.400], [-0.896, 1.341, 5.352], [0.820, 1.309, 5.737], [2.935, 0.240, 3.393], [2.806, 1.865, 4.084], [2.827, 1.657, 2.347], [-1.126, 3.117, 3.179], [0.017, 3.340, 1.850], [0.531, 3.648, 3.484]], "mulliken_spin": [3.854, 0.176, 0.034, 0.022, 0.002, 0.027, -0.011, 0.068, 0.148, 0.000, 0.002, 0.003, 0.002, 0.001, 0.001, 0.005, 0.017, -0.004, 0.018, 0.010, -0.003, 0.154, 0.028, 0.000, 0.000, 0.002, -0.112, 0.002, 0.004, 0.002, 0.010, 0.023, 0.008, 0.005, 0.195, 0.068, 0.039, 0.004, 0.007, -0.003, 0.032, 0.000, 0.000, 0.023, -0.001, -0.001, 0.069, 0.001, 0.001, 0.000, 0.001, 0.032, 0.023, 0.035, 0.001, 0.003, -0.036, 0.001, 0.009, 0.005, -0.006, 0.019, -0.006, -0.006, -0.004, 0.001, -0.005, -0.012, 0.001, -0.001, -0.001, 0.000, 0.000, -0.001, -0.001, 0.001, 0.000, -0.001, 0.000, 0.001, -0.001, 0.000, 0.001, -0.001, 0.000, 0.001, 0.000, 0.000, 0.007, -0.003, 0.010, 0.001], "total_charge": -2, "lumo_energy_ev": [4.18, 3.04], "multiplicity": 6, "e_homo_ev": [-0.53, -1.40]}

---

No. 2
{"formula": "C34H47F3O8S4", "method": "ωB97M-V with the def2-TZVPD basis set", "symbols": ["O", "S", "O", "C", "C", "C", "C", "H", "H", "H", "H", "H", "H", "H", "H", "O", "S", "O", "C", "C", "C", "C", "H", "H", "H", "H", "H", "H", "H", "H", "O", "S", "O", "C", "C", "C", "C", "H", "H", "H", "H", "H", "H", "H", "H", "O", "S", "O", "C", "C", "C", "C", "H", "H", "H", "H", "H", "H", "H", "H", "F", "C", "C", "C", "C", "C", "C", "H", "H", "H", "H", "H", "F", "C", "C", "C", "C", "C", "C", "H", "H", "H", "H", "H", "F", "C", "C", "C", "C", "C", "C", "H", "H", "H", "H", "H"], "positions_angstrom": [[-1.799, 1.844, 1.927], [-0.883, 1.435, 0.875], [0.165, 2.288, 0.336], [-0.163, -0.160, 1.310], [-0.674, -1.111, 0.243], [-1.928, -0.569, -0.391], [-1.897, 0.837, -0.501], [-0.301, -0.291, 2.411], [0.797, 0.073, 1.052], [0.063, -1.108, -0.610], [-0.804, -2.026, 0.571], [-2.671, -0.880, 0.216], [-2.219, -1.023, -1.510], [-2.860, 1.131, -0.515], [-1.623, 1.258, -1.545], [-5.410, -0.278, -3.349], [-5.077, 1.007, -3.924], [-5.644, 1.298, -5.183], [-5.151, 2.283, -2.785], [-3.855, 3.194, -3.059], [-2.964, 2.332, -4.034], [-3.349, 0.978, -4.062], [-4.884, 1.818, -1.676], [-6.164, 2.765, -2.821], [-3.890, 4.164, -3.416], [-3.448, 3.429, -2.166], [-2.023, 2.263, -3.494], [-2.949, 2.519, -4.932], [-2.810, 0.420, -3.136], [-3.076, 0.304, -4.872], [0.521, 0.867, 4.336], [1.300, 2.028, 4.271], [0.614, 3.338, 4.085], [2.252, 2.330, 5.827], [3.701, 2.196, 5.315], [3.784, 2.507, 3.861], [2.710, 1.902, 3.226], [1.936, 1.420, 6.547], [2.173, 3.324, 5.952], [4.487, 2.726, 5.825], [3.767, 1.115, 5.328], [4.761, 2.273, 3.548], [3.795, 3.630, 3.612], [2.664, 0.765, 2.954], [2.626, 2.141, 2.088], [3.287, 2.542, -1.670], [3.844, 1.382, -1.087], [4.532, 1.413, 0.208], [2.500, 0.133, -0.938], [2.872, -1.022, -1.875], [4.416, -0.958, -2.197], [4.760, 0.443, -2.231], [1.654, 0.592, -1.075], [2.899, -0.207, 0.206], [2.529, -1.987, -1.468], [2.297, -0.808, -2.833], [4.648, -1.564, -3.146], [4.990, -1.445, -1.567], [4.532, 0.860, -3.186], [5.627, 0.758, -1.863], [-4.666, -2.693, 1.587], [-4.083, -2.365, 2.725], [-3.780, -3.359, 3.593], [-3.087, -3.108, 4.865], [-2.732, -1.751, 5.100], [-3.114, -0.779, 4.170], [-3.858, -1.061, 3.019], [-4.114, -4.436, 3.469], [-3.033, -3.784, 5.699], [-2.168, -1.614, 5.894], [-2.870, 0.294, 4.340], [-4.128, -0.374, 2.199], [0.131, 0.995, -3.562], [0.342, 1.224, -4.923], [-0.295, 0.599, -5.904], [-0.183, 1.023, -7.233], [0.753, 1.913, -7.653], [1.664, 2.496, -6.661], [1.385, 2.210, -5.289], [-0.943, -0.207, -5.781], [-0.844, 0.685, -7.918], [0.850, 2.127, -8.805], [2.726, 3.089, -7.095], [1.865, 2.375, -4.306], [2.024, -2.115, 2.485], [1.601, -3.365, 2.689], [0.289, -3.673, 2.918], [-0.153, -5.046, 3.224], [0.839, -6.081, 3.300], [2.198, -5.740, 2.949], [2.567, -4.460, 2.630], [-0.447, -2.811, 2.935], [-1.131, -5.233, 3.638], [0.779, -7.078, 3.447], [2.957, -6.519, 2.713], [3.707, -4.292, 2.493]], "lowdin_charge": [-0.315, 0.717, -0.315, -0.201, -0.169, -0.249, -0.260, 0.103, 0.015, 0.128, 0.053, 0.062, 0.192, 0.055, 0.120, -0.328, 0.585, -0.265, -0.209, -0.108, -0.226, -0.299, 0.163, 0.120, 0.089, 0.061, 0.105, 0.037, 0.137, 0.112, -0.313, 0.671, -0.340, -0.172, -0.223, -0.302, -0.313, 0.162, 0.046, 0.118, 0.112, 0.114, 0.167, 0.138, 0.145, -0.292, 0.674, -0.332, -0.212, -0.175, -0.195, -0.263, 0.002, 0.170, 0.114, 0.125, 0.155, 0.058, 0.115, 0.060, 0.084, -0.372, -0.017, -0.041, -0.077, -0.059, -0.020, 0.131, 0.094, 0.047, 0.123, 0.130, 0.014, -0.242, -0.049, -0.101, -0.107, -0.072, 0.000, 0.098, 0.074, 0.138, 0.173, 0.106, 0.059, -0.290, -0.013, -0.027, -0.059, -0.113, -0.035, 0.119, 0.078, 0.052, 0.112, 0.138], "lumo_energy_ev": 0.30, "e_homo_ev": -9.36}

---

No. 3
{"formula": "C34H47N7PPd", "method": "ωB97M-V with the def2-TZVPD basis set", "symbols": ["Pd", "C", "C", "C", "C", "C", "N", "C", "C", "C", "C", "C", "C", "C", "N", "C", "C", "C", "N", "C", "C", "N", "C", "C", "C", "N", "H", "H", "H", "H", "H", "H", "H", "H", "H", "H", "H", "H", "H", "H", "H", "H", "H", "H", "C", "C", "C", "C", "N", "N", "C", "H", "H", "H", "H", "H", "H", "H", "H", "C", "C", "C", "P", "C", "C", "C", "C", "C", "C", "H", "H", "H", "H", "H", "H", "H", "H", "H", "H", "H", "H", "H", "H", "H", "H", "H", "H", "H", "H", "H"], "positions_angstrom": [[0.061, -0.200, 0.110], [-4.207, -2.212, 5.409], [-3.107, -1.525, 4.678], [-1.833, -1.381, 5.246], [-0.822, -0.812, 4.525], [-1.015, -0.330, 3.192], [0.013, 0.146, 2.487], [1.036, 0.770, 3.059], [0.820, 1.595, 4.217], [1.834, 2.257, 4.836], [3.148, 2.136, 4.348], [4.271, 2.865, 4.993], [3.377, 1.366, 3.189], [2.380, 0.700, 2.520], [2.774, -0.082, 1.399], [4.045, -0.548, 1.222], [4.194, -0.925, -0.079], [2.951, -0.663, -0.667], [2.090, -0.173, 0.209], [-2.322, -0.503, 2.605], [-3.314, -1.076, 3.356], [-2.698, -0.026, 1.317], [-3.942, 0.452, 1.034], [-4.040, 0.633, -0.316], [-2.794, 0.238, -0.817], [-1.977, -0.147, 0.157], [-4.001, -2.287, 6.474], [-4.322, -3.228, 5.018], [-5.161, -1.706, 5.257], [-1.646, -1.754, 6.245], [0.181, -0.780, 4.931], [-0.202, 1.730, 4.545], [1.632, 2.895, 5.687], [4.072, 3.055, 6.046], [4.393, 3.840, 4.506], [5.215, 2.333, 4.884], [4.386, 1.339, 2.802], [4.747, -0.588, 2.038], [5.080, -1.317, -0.551], [2.660, -0.781, -1.698], [-4.292, -1.225, 2.916], [-4.657, 0.642, 1.817], [-4.892, 0.988, -0.871], [-2.455, 0.234, -1.839], [-2.005, 4.991, -0.105], [-0.862, 4.032, -0.122], [0.494, 4.230, -0.161], [1.079, 2.959, -0.213], [0.131, 2.004, -0.194], [-1.038, 2.701, -0.127], [2.551, 2.726, -0.348], [-1.631, 6.010, -0.072], [-2.646, 4.832, 0.762], [-2.617, 4.887, -1.002], [1.006, 5.178, -0.189], [-1.918, 2.227, -0.186], [3.024, 3.658, -0.648], [2.776, 1.981, -1.105], [3.007, 2.427, 0.595], [1.436, -4.930, 0.511], [1.445, -3.397, 0.615], [1.589, -3.005, 2.095], [0.043, -2.543, -0.216], [0.358, -2.614, -2.048], [-0.864, -2.145, -2.838], [0.909, -3.927, -2.613], [-1.543, -3.372, 0.178], [-1.673, -3.608, 1.690], [-1.808, -4.681, -0.578], [2.394, -5.301, 0.880], [1.310, -5.304, -0.499], [0.662, -5.362, 1.144], [2.306, -3.015, 0.061], [0.960, -3.638, 2.721], [1.317, -1.968, 2.287], [2.620, -3.156, 2.419], [1.132, -1.859, -2.176], [-1.691, -2.852, -2.782], [-0.595, -2.042, -3.890], [-1.214, -1.179, -2.491], [0.242, -4.772, -2.457], [1.888, -4.174, -2.203], [1.035, -3.809, -3.691], [-2.289, -2.637, -0.138], [-1.128, -4.503, 1.987], [-2.722, -3.771, 1.943], [-1.303, -2.777, 2.290], [-1.066, -5.444, -0.355], [-1.865, -4.549, -1.654], [-2.777, -5.065, -0.251]], "lowdin_charge": [0.813, 0.006, -0.179, 0.027, 0.037, -0.206, 0.138, -0.183, 0.040, 0.025, -0.171, 0.006, 0.051, -0.082, -0.048, -0.015, 0.021, -0.122, -0.068, -0.097, 0.041, -0.031, -0.009, 0.011, -0.119, -0.086, 0.102, 0.118, 0.108, 0.143, 0.138, 0.139, 0.144, 0.105, 0.124, 0.104, 0.133, 0.148, 0.133, 0.126, 0.140, 0.148, 0.132, 0.122, 0.009, -0.269, 0.036, -0.305, -0.015, 0.043, -0.008, 0.096, 0.090, 0.096, 0.133, 0.109, 0.099, 0.075, 0.063, -0.074, -0.495, -0.101, 1.051, -0.515, -0.090, -0.078, -0.501, -0.091, -0.069, 0.104, 0.061, 0.074, 0.087, 0.080, 0.025, 0.096, 0.061, 0.080, 0.102, 0.028, 0.076, 0.078, 0.099, 0.090, 0.082, 0.096, 0.043, 0.076, 0.065, 0.102], "total_charge": 3, "lumo_energy_ev": [-11.21, -11.21], "e_homo_ev": [-16.53, -16.55]}